Run one
Computed, not measured: a 2-piece molecular cluster, C5H14NO overall, with ωB97M-V/def2-TZVPD.

The geometry in XYZ format:
```
21
Properties=species:S:1:pos:R:3:lowdin_charge:R:1
C -1.57 -1.18 -0.14 -0.04
C -0.41 -0.19 -0.01 -0.32
C 0.08 0.26 -1.43 -0.15
C -0.27 1.66 -1.85 -0.17
C -1.13 2.60 -1.46 0.02
N 0.74 -0.88 0.67 0.21
H -1.30 -2.10 -0.69 0.10
H -1.87 -1.36 0.89 0.09
H -2.39 -0.84 -0.76 0.10
H -0.77 0.69 0.51 0.15
H -0.31 -0.40 -2.20 0.12
H 1.16 0.26 -1.36 0.11
H 0.47 2.06 -2.53 0.10
H -1.03 3.63 -1.78 0.06
H -2.08 2.41 -0.96 0.07
H 0.78 -1.09 1.68 0.14
H 1.54 -0.23 0.55 0.16
H 1.08 -1.58 0.01 0.18
H 1.83 -1.01 4.11 0.04
H 3.16 -1.58 3.43 0.08
O 2.30 -1.12 3.29 -0.05
```

The HOMO energy comes out at -0.4848 Eh. For the orbital gap, the calculation gives 10.0 eV. The total charge is +1. The calculation puts the lowest unoccupied orbital energy at -3.230 eV.


Run two
Computed, not measured: a 2-piece molecular cluster, C5H14NO overall, with ωB97M-V/def2-TZVPD.

The geometry in XYZ format:
```
21
Properties=species:S:1:pos:R:3:lowdin_charge:R:1
C -2.09 1.13 -1.22 -0.06
C -1.26 0.27 -0.33 -0.35
C -0.74 0.99 0.90 -0.16
C 0.30 0.18 1.64 -0.18
C 1.56 0.55 1.75 0.03
N -0.07 -0.22 -1.15 0.21
H -1.60 2.04 -1.60 0.10
H -2.46 0.64 -2.14 0.10
H -2.99 1.51 -0.74 0.10
H -1.84 -0.61 -0.05 0.16
H -1.58 1.20 1.55 0.13
H -0.32 1.96 0.60 0.13
H -0.09 -0.72 2.09 0.11
H 2.31 -0.05 2.25 0.07
H 1.92 1.51 1.37 0.08
H 0.74 -0.53 -0.60 0.10
H 0.22 0.60 -1.69 0.17
H -0.34 -0.95 -1.81 0.17
H 2.83 -2.18 -0.91 0.07
H 1.59 -2.92 -1.34 0.06
O 1.89 -2.26 -0.70 -0.05
```

The HOMO energy comes out at -0.5080 Eh. For the orbital gap, the calculation gives 10.6 eV. The total charge is +1. The calculation puts the lowest unoccupied orbital energy at -3.216 eV.


Run three
Computed, not measured: a 2-piece molecular cluster, C5H14NO overall, with ωB97M-V/def2-TZVPD.

The geometry in XYZ format:
```
21
Properties=species:S:1:pos:R:3:lowdin_charge:R:1
C -2.03 0.40 -0.72 -0.03
C -1.03 -0.01 0.35 -0.30
N 0.28 -0.37 -0.27 0.09
C 1.39 0.58 0.22 -0.06
C 0.80 1.20 1.50 -0.13
C -0.72 1.02 1.44 -0.12
H -1.57 1.10 -1.40 0.09
H -2.82 0.94 -0.19 0.10
H -2.61 -0.40 -1.19 0.09
H -1.52 -0.84 0.84 0.15
H 0.17 -0.31 -1.29 0.16
H 0.68 -1.30 -0.23 0.15
H 2.25 -0.01 0.51 0.13
H 1.55 1.22 -0.63 0.13
H 1.19 0.60 2.32 0.12
H 1.11 2.23 1.63 0.12
H -1.17 1.98 1.21 0.12
H -1.12 0.70 2.38 0.12
H 2.19 -3.21 -1.55 0.05
H 1.24 -2.99 -2.80 0.06
O 1.76 -2.55 -2.11 -0.05
```

The HOMO energy comes out at -0.5738 Eh. For the orbital gap, the calculation gives 12.6 eV. The total charge is +1. The calculation puts the lowest unoccupied orbital energy at -3.049 eV.


Run four
Computed, not measured: an isolated ion of composition C5H14NO and charge +1, with ωB97M-V/def2-TZVPD.

The geometry in XYZ format:
```
21
Properties=species:S:1:pos:R:3:lowdin_charge:R:1
C 0.08 -1.64 -0.80 -0.06
C -0.72 -0.34 -0.67 -0.39
C -2.11 -0.65 -0.10 -0.05
C 0.01 0.74 0.12 -0.22
N 0.33 0.22 1.56 0.24
C 1.34 1.20 -0.47 -0.19
O 1.94 2.05 0.51 -0.04
H -0.27 -2.25 -1.62 0.10
H 1.14 -1.52 -0.98 0.07
H 0.07 -2.18 0.16 0.08
H -0.80 0.04 -1.70 0.15
H -2.84 0.13 -0.33 0.09
H -2.02 -1.01 0.93 0.08
H -2.43 -1.57 -0.61 0.09
H -0.62 1.61 0.33 0.16
H -0.17 0.64 2.34 0.18
H 1.31 0.50 1.70 0.15
H 0.30 -0.79 1.68 0.15
H 1.97 0.38 -0.79 0.13
H 0.95 1.79 -1.31 0.15
H 2.52 2.66 0.04 0.12
```

The SMILES is CC(C)[C@@H]([NH3+])CO. The HOMO energy comes out at -0.5601 Eh. For the orbital gap, the calculation gives 12.0 eV. The total charge is +1. The calculation puts the lowest unoccupied orbital energy at -3.283 eV.


Least stable = run one